[1]
{"formula": "C4H6N4", "method": "ωB97M-V/def2-TZVPD", "elements": ["H", "C", "H", "H", "N", "H", "N", "N", "C", "N", "C", "C", "H", "H"], "xyz": [[1.168274, 2.431172, -0.561904], [1.317659, 0.035427, -0.404630], [1.341176, -0.380923, -1.446201], [2.548076, -0.271065, 1.375493], [-2.176093, -0.527994, 0.048954], [1.169188, 1.392954, 1.046208], [-0.093653, -0.402499, -0.051283], [-1.097310, -1.307487, -0.104890], [-0.463282, 0.850765, -0.018072], [-1.862432, 0.787997, 0.183946], [2.377839, -0.737237, 0.327285], [0.890969, 1.439168, -0.033946], [3.528622, -0.738910, -0.563374], [2.111973, -1.812082, 0.388862]], "forces_ev_per_angstrom": [[-0.48, -2.07, 0.79], [0.52, -4.09, -2.33], [0.40, 1.60, 0.34], [0.29, -1.04, -1.80], [2.05, 0.48, 0.37], [0.12, 1.25, -0.65], [0.64, 0.01, -0.66], [-0.53, 1.85, 0.42], [-5.98, -1.51, 1.69], [1.81, 0.24, -1.34], [3.41, 0.52, -0.96], [0.97, 1.78, 0.80], [-3.40, 0.22, 3.31], [0.18, 0.76, 0.03]], "multiplicity": 1, "e_above_lowest_ev": 5.575, "homo_lumo_gap_ha": 0.3848}



[2]
{"formula": "C40H45BrFeN8SSeSi", "method": "ωB97M-V/def2-TZVPD", "elements": ["C", "H", "H", "H", "H", "C", "H", "H", "C", "Fe", "C", "H", "C", "H", "C", "H", "C", "C", "C", "H", "C", "H", "H", "C", "N", "C", "Se", "C", "H", "C", "H", "H", "H", "N", "H", "C", "H", "N", "C", "C", "H", "N", "H", "H", "C", "H", "H", "H", "H", "H", "C", "C", "C", "H", "C", "C", "C", "C", "S", "N", "H", "H", "C", "C", "N", "H", "Si", "C", "H", "Br", "C", "H", "C", "H", "C", "N", "C", "H", "C", "C", "C", "C", "N", "H", "C", "H", "H", "H", "H", "H", "H", "C", "H", "H", "C", "H", "H", "C"], "xyz": [[-3.066429, -4.383138, -1.334642], [-3.181229, -3.857238, -2.267442], [3.062371, 2.775862, 2.849458], [2.415271, -2.674838, -3.766042], [0.209471, -6.446838, 2.144258], [-0.004229, -1.265338, 3.198758], [-2.065129, -1.169438, -0.738442], [-5.134429, 1.900562, -2.434242], [0.982671, 3.864062, -1.555042], [1.208971, -0.766338, 0.314658], [-2.784529, -5.813138, 1.103558], [-0.452929, -3.050238, -1.550642], [-3.077829, 2.193662, -1.917642], [1.142471, 4.689762, 0.425758], [2.373671, 4.962462, -3.209042], [-4.238029, -1.922438, 0.148758], [-4.099729, -5.142438, -0.814842], [-3.290329, 4.604162, -3.250342], [-0.761129, 1.886662, 0.543458], [2.554171, 1.690162, -1.573942], [-0.722129, 2.291762, 2.936458], [1.020071, -1.625638, 5.015858], [-1.234229, 4.887762, -2.741742], [-3.965229, -5.838138, 0.383158], [-0.692729, -3.680638, -0.800142], [0.145071, -3.945138, 0.234158], [1.816171, -3.221738, 0.419558], [-3.500829, -2.055938, 2.177158], [2.592571, -2.384938, -2.032242], [-1.746029, -5.049038, 0.594958], [2.465771, 1.333262, -3.311042], [-5.334129, 4.064162, -3.599042], [3.870371, -0.386538, -1.206542], [1.061771, -0.773638, 2.614458], [2.875971, 6.303662, -0.155842], [2.519771, 0.883062, -2.306642], [-0.748129, 0.236462, -2.154442], [2.146071, -0.579338, 3.372558], [-4.393329, 3.772162, -3.156542], [-4.280029, 2.559562, -2.494942], [-0.598529, 2.329962, 5.045258], [-0.475529, -4.797438, 1.074958], [4.648471, 0.707962, -2.349742], [-4.439629, -2.372838, 2.602758], [1.421671, 4.020662, -2.873242], [-3.011429, 1.247962, -1.393842], [-0.452929, -2.589638, 4.820958], [-3.363029, 5.543762, -3.777142], [-5.031729, -5.199138, -1.353042], [-1.794329, 2.194262, 2.902258], [1.284471, -1.007038, -3.050442], [-1.173129, -1.462038, 2.398858], [-2.174529, -1.392838, 0.317158], [-2.467429, -2.017238, 4.031058], [2.917371, 5.775362, -2.227842], [-1.958129, 3.024962, -1.988742], [-0.006429, -1.611638, 4.658158], [1.499371, 4.730862, -0.593542], [3.325871, 0.170662, 1.092658], [-1.076829, -1.234538, 1.053758], [0.081171, 1.223062, -3.330142], [1.203071, -0.583438, -4.063342], [0.097171, -5.367538, 2.264458], [-2.089529, 4.231762, -2.672842], [4.337471, 0.043462, 3.511458], [2.692271, 5.058462, -4.236342], [-0.291329, 2.498662, -1.237442], [3.792171, 0.051262, -2.202542], [1.772971, 2.521962, 0.766158], [2.317871, 2.416862, 5.732958], [-1.888029, -4.336938, -0.609242], [3.679371, 6.494262, -2.484542], [1.998271, 2.613362, 2.886758], [4.349371, -0.171838, 4.492358], [2.468271, 5.663362, -0.923142], [-0.071229, 2.322462, 1.727558], [-2.396529, -1.869838, 2.967258], [3.793471, -0.669338, -4.236142], [1.290271, 2.485862, 1.728558], [3.781271, -1.074338, -3.223642], [-0.055529, 2.367362, 4.116358], [-3.392829, -1.807738, 0.804458], [1.310971, 0.084162, -2.060242], [-0.560929, -0.869238, 5.230658], [0.108771, 0.905062, -2.274542], [-4.799629, -6.411738, 0.755358], [-1.819829, 2.114562, 0.678258], [-0.673729, 0.780762, 0.503358], [1.082071, -4.928538, 2.425858], [-0.541129, -5.158538, 3.123958], [4.665671, -1.697638, -3.096342], [1.345371, 2.493662, 4.118958], [0.386171, -1.611238, -2.877142], [-2.677929, -6.368738, 2.019958], [3.231771, -0.175438, 2.786358], [1.002171, 3.395962, -3.648642], [5.187371, 0.304562, 3.045158], [2.519771, -1.897938, -3.005742]], "forces_ev_per_angstrom": [[0.12, -0.09, 0.04], [0.00, 0.13, -0.15], [0.13, -0.15, -0.09], [-0.02, -0.01, 0.03], [-0.05, 0.06, 0.01], [-0.88, -0.30, 0.11], [-0.04, 0.00, -0.19], [-0.04, -0.05, 0.05], [-0.31, -0.32, 0.32], [-0.12, -0.37, 1.26], [0.13, 0.05, -0.02], [0.02, -0.17, 0.17], [0.16, -0.05, 0.13], [0.01, 0.04, 0.09], [0.03, 0.04, -0.10], [-0.08, -0.02, -0.16], [0.04, 0.08, -0.11], [-0.12, 0.07, -0.07], [-0.02, 0.10, -0.97], [-0.03, 0.06, -0.05], [0.28, 0.00, -1.07], [-0.11, 0.00, 0.05], [0.04, 0.15, -0.07], [0.04, -0.03, 0.10], [0.38, -0.25, 0.35], [-0.33, -0.08, -0.30], [0.53, 0.06, 0.02], [0.30, -0.01, 0.63], [-0.10, -0.07, -0.11], [-0.67, 0.07, -0.61], [-0.11, 0.01, 0.07], [-0.06, 0.01, -0.04], [0.07, 0.10, -0.06], [-0.01, 0.51, -1.98], [0.02, 0.09, 0.07], [0.52, 0.03, 0.36], [-0.21, 0.10, 0.03], [1.17, 0.15, 1.14], [0.08, 0.01, -0.03], [-0.16, -0.07, -0.01], [-0.12, -0.06, 0.07], [0.26, 0.58, -0.65], [0.05, 0.05, 0.06], [-0.10, -0.03, 0.09], [-0.17, -0.18, 0.09], [-0.06, -0.15, 0.05], [-0.12, -0.05, 0.10], [-0.02, 0.09, -0.02], [-0.12, 0.00, -0.07], [-0.11, -0.13, -0.12], [0.13, -0.60, -0.01], [0.98, -0.01, 0.85], [-0.57, 0.00, -0.01], [0.03, -0.05, 0.16], [-0.02, -0.03, 0.03], [0.49, -0.12, 0.14], [0.18, 0.00, -0.15], [-0.10, -0.08, -0.01], [0.16, 0.17, -0.82], [0.91, 0.42, -0.89], [-0.07, 0.06, 0.04], [-0.13, 0.11, 0.07], [0.25, -0.19, 0.41], [0.23, -0.02, 0.13], [0.89, 0.41, 0.51], [0.04, 0.02, -0.07], [-0.56, -0.11, -0.76], [-0.12, -0.03, -0.24], [-0.02, -0.03, 0.01], [-0.34, 0.18, -0.50], [-0.40, -0.59, 0.47], [0.07, 0.10, 0.00], [0.03, 0.19, 1.39], [-0.04, -0.06, 0.00], [0.09, 0.14, 0.05], [1.13, 0.16, 1.77], [-0.64, -0.17, -0.15], [0.06, 0.04, -0.14], [-1.29, -0.14, -0.45], [-0.07, -0.04, 0.10], [0.73, 0.13, 0.49], [0.14, 0.32, -0.63], [-0.14, -0.20, 0.56], [-0.11, 0.03, 0.19], [-0.06, 0.45, 0.28], [-0.05, -0.07, 0.03], [0.01, -0.05, -0.11], [-0.20, 0.32, 0.16], [-0.15, 0.01, 0.00], [0.01, 0.02, -0.05], [0.03, -0.03, -0.10], [0.06, -0.21, -0.64], [-0.05, 0.13, -0.05], [0.01, -0.06, 0.16], [-1.70, -0.46, -0.56], [0.01, -0.08, -0.15], [-0.03, -0.10, 0.08], [0.09, 0.11, -0.01]], "multiplicity": 6, "e_above_lowest_ev": 0.969, "charge": 1, "homo_lumo_gap_ha": [0.1371, 0.2332]}



[3]
{"formula": "C28H34BrClINO4ReSe2", "method": "ωB97M-V/def2-TZVPD", "elements": ["C", "H", "O", "C", "H", "C", "C", "C", "C", "O", "C", "H", "H", "H", "Se", "H", "C", "I", "N", "H", "H", "C", "H", "H", "C", "C", "H", "C", "H", "H", "C", "C", "H", "C", "H", "H", "H", "H", "H", "H", "H", "C", "C", "H", "C", "C", "O", "Br", "C", "C", "C", "H", "C", "H", "Re", "H", "H", "H", "Se", "H", "H", "C", "H", "C", "H", "C", "Cl", "H", "O", "C", "H", "C", "H"], "xyz": [[4.580496, 1.902934, -1.195457], [-1.702579, 2.176157, 0.232949], [-3.299685, -4.866010, -1.693408], [-2.796348, 1.357270, 5.990028], [4.794399, 2.871517, 0.741663], [2.925740, 0.281867, -0.187603], [-1.447391, -2.914314, 3.920566], [-1.280077, 3.039092, -0.280663], [1.626599, -0.112709, 0.042067], [-0.731029, 0.055571, -0.218119], [-0.030324, 3.912323, -2.237853], [6.329931, 2.491244, -0.054184], [-0.044513, -3.914347, -3.485702], [4.151972, 4.028969, -1.464179], [-2.226844, -2.761689, 0.491845], [4.834239, 0.662743, -2.965846], [-0.642406, -3.002216, -3.465935], [-2.607428, 3.530071, 3.885621], [-1.559791, -1.674381, 3.476560], [5.390269, 1.211863, 0.713401], [-2.222503, 2.507790, -2.803029], [4.622751, 3.202019, -1.999116], [-0.915348, 4.491883, -2.506088], [-0.852393, 1.554793, -3.383778], [-2.054835, 0.589951, 3.826143], [-2.540145, -4.387854, -2.791651], [0.593703, 4.540856, -1.599349], [-1.396912, 1.865419, -2.487009], [-1.818833, -5.155448, -3.102236], [-3.118905, 2.171525, 6.623245], [0.707907, 1.765219, -1.098859], [-1.970723, -0.712237, 4.376176], [-1.911962, -1.002077, -2.294875], [-2.472005, 1.610039, 4.633277], [-2.355890, -2.585548, 7.174884], [2.184161, 3.080400, -1.867455], [6.350073, 1.109849, -2.170014], [-3.128201, -1.753338, -3.361934], [5.662460, 3.477195, -2.185461], [-3.914978, -5.530424, -2.017144], [0.517928, 3.704925, -3.159555], [-1.757676, -3.143809, -2.400932], [0.491694, 0.557497, -0.410799], [-1.139741, -3.654906, 3.194615], [-2.577665, -1.853888, -2.424637], [-1.090642, -3.281281, -1.041588], [-1.712103, 0.726284, 2.540053], [1.308271, -1.688572, 1.082863], [2.025690, 2.158179, -1.333632], [-1.721384, -3.271445, 5.253882], [-2.274427, -0.992636, 5.709217], [-1.104835, -2.889991, -4.454107], [-2.700817, 0.102689, 6.509935], [-0.254534, -2.592228, -0.993907], [-1.147733, -0.877361, 1.552324], [-3.173933, -4.154264, -3.655453], [4.129502, 3.096820, -2.967285], [-0.157526, -1.107265, -3.343266], [-3.856295, -1.758701, -0.971784], [-2.097071, 3.702239, -0.575782], [3.746758, -0.307824, 0.199504], [3.148491, 1.445817, -0.913057], [-0.748415, -4.297344, -0.843608], [5.315313, 2.131902, 0.131209], [-0.646666, 3.576846, 0.428327], [5.311452, 0.818848, -1.996682], [-3.106338, -0.166740, 8.179618], [-1.603691, -4.304469, 5.549740], [0.278258, -1.956690, -3.215328], [-2.135211, -2.329302, 6.148759], [-1.816565, 0.993386, -1.992971], [-0.479469, 2.633845, -1.527283], [5.316719, -0.136527, -1.469847]], "forces_ev_per_angstrom": [[-0.06, -0.02, 0.01], [0.03, 0.04, -0.05], [0.01, -0.05, -0.13], [0.04, 0.10, -0.20], [0.00, 0.01, -0.01], [-0.04, 0.07, -0.05], [-0.05, -0.04, 0.14], [-0.04, 0.03, 0.05], [0.27, 0.01, 0.00], [0.29, 0.27, 0.01], [0.00, 0.04, 0.00], [0.01, 0.00, 0.00], [0.00, -0.02, 0.02], [0.00, -0.01, 0.02], [-0.14, 0.13, 0.13], [-0.02, 0.00, 0.01], [0.15, 0.09, 0.01], [0.00, 0.14, -0.09], [0.02, 0.09, 0.03], [-0.01, 0.00, -0.01], [0.01, 0.01, -0.01], [0.02, 0.04, -0.02], [0.00, 0.01, 0.00], [0.02, 0.00, 0.00], [0.11, -0.04, -0.34], [-0.03, -0.09, 0.03], [-0.01, -0.01, 0.02], [-0.03, -0.02, -0.02], [-0.04, -0.03, -0.04], [-0.01, 0.02, -0.02], [0.19, 0.15, -0.16], [0.09, -0.20, -0.32], [-0.01, 0.00, -0.04], [-0.09, 0.05, 0.44], [-0.01, 0.01, 0.00], [0.00, 0.03, -0.02], [0.00, 0.01, 0.00], [0.01, 0.00, 0.00], [0.00, 0.00, 0.00], [-0.01, 0.02, 0.08], [0.01, -0.03, 0.00], [0.17, 0.16, -0.08], [-0.43, -0.20, 0.00], [0.03, -0.01, 0.03], [0.07, 0.04, -0.07], [0.04, 0.00, 0.07], [-0.51, 0.12, 0.33], [-0.38, -0.11, 0.10], [-0.08, -0.03, 0.01], [0.05, -0.06, -0.16], [-0.10, 0.04, 0.28], [-0.02, -0.01, -0.01], [0.05, -0.16, -0.02], [0.06, -0.05, -0.04], [0.67, -0.42, -0.08], [-0.06, -0.02, 0.05], [0.00, -0.02, 0.00], [0.04, 0.03, 0.03], [-0.12, -0.05, 0.15], [-0.03, 0.00, 0.03], [-0.01, -0.01, 0.00], [-0.03, 0.01, 0.01], [-0.06, -0.02, -0.01], [0.02, -0.01, 0.05], [0.01, 0.01, -0.02], [0.04, -0.04, -0.03], [0.02, 0.00, -0.05], [0.00, 0.00, -0.01], [-0.10, -0.05, -0.05], [-0.02, 0.09, 0.03], [-0.02, 0.01, 0.00], [0.06, -0.05, 0.03], [0.00, 0.01, 0.01]], "multiplicity": 2, "e_above_lowest_ev": 0.845, "homo_lumo_gap_ha": [0.2381, 0.2217]}